21
Properties=species:S:1:pos:R:3:forces:R:3 method="wB97M-V/def2-TZVPD" charge=0 e_lumo_ha=0.015 spin_multiplicity=1 e_above_lowest_kcal_mol=39.19 gap_ev=8.3 max_force_ev_per_a=3.44
C 1.954 -2.241 1.402 1.1 -0.9 -2.4
C -2.299 3.517 0.631 1.1 -0.1 -2.5
C 0.882 -2.549 0.360 1.8 0.1 -1.2
C 0.974 -1.506 -0.778 -0.1 -0.5 1.3
N 0.663 -0.167 -0.344 0.2 -1.3 -2.9
O -1.064 2.782 -2.235 -0.6 0.2 -1.6
P -0.855 0.435 -0.549 -1.4 0.6 1.4
P -0.409 2.567 -0.792 -1.0 1.6 2.7
H 1.700 -2.797 2.245 0.1 -0.4 1.9
H 2.900 -2.613 0.986 0.0 -0.3 0.3
H 2.216 -1.216 1.516 -0.5 1.0 0.8
H -3.058 3.635 -0.181 0.7 0.3 0.7
H -2.151 4.391 1.297 0.4 -0.4 -0.9
H -2.597 2.694 1.202 -0.3 -1.4 0.9
H -0.048 -2.500 0.859 -1.4 -0.3 0.1
H 1.134 -3.575 -0.052 -0.8 1.0 0.4
H 1.991 -1.449 -1.063 1.2 -0.5 -0.9
H 0.333 -1.766 -1.569 -0.6 -0.4 -1.3
H 1.102 -0.054 0.486 1.4 1.2 2.9
H -1.725 3.463 -2.356 -0.1 0.2 0.1
H -0.907 0.692 0.855 -1.1 0.1 0.0